Formula: C9H19N
Source: the Open Molecules 2025 dataset
Level of theory: wB97M-V/def2-TZVPD

The geometry in XYZ format:
```
29
Properties=species:S:1:pos:R:3:forces:R:3:lowdin_charge:R:1
C -0.157293 -0.401169 -0.275719 -1.0 0.2 0.4 -0.438
C 2.382512 0.056989 0.496745 0.6 0.3 0.6 -0.313
C 0.082001 0.228555 0.917206 1.3 -0.5 -0.6 -0.023
C -0.111981 -1.888090 -0.421913 -0.3 -0.5 0.0 -0.069
C -0.124646 0.365176 -1.562685 -0.1 0.0 0.1 -0.063
C 2.707907 1.491219 0.213352 0.1 0.1 0.0 -0.127
C -3.129092 1.228387 0.064365 0.0 0.1 -0.3 -0.135
C -2.406556 0.022293 0.558794 -0.9 -0.4 -0.1 -0.208
N 2.919001 -0.859156 -0.429383 0.0 -0.3 -0.3 0.022
C -2.955580 -0.953545 1.265595 0.2 -0.2 -0.4 -0.051
H 2.524213 -0.255543 1.528017 0.0 0.0 0.0 0.097
H 3.336916 -1.703327 -0.060005 -0.2 0.2 0.0 0.082
H 3.473321 -0.486302 -1.192624 -0.2 0.1 0.2 0.081
H 0.053477 -0.330462 1.843143 0.0 0.0 0.0 0.090
H 0.014614 1.306676 0.979962 0.1 0.0 0.0 0.086
H -0.873625 -2.231331 -1.126045 -0.1 0.1 0.0 0.086
H 0.834530 -2.250562 -0.834172 0.1 0.4 0.0 0.069
H -0.270801 -2.436221 0.507420 0.0 0.2 0.1 0.077
H -0.214470 1.440266 -1.406205 0.0 0.0 0.0 0.082
H -0.932917 0.040037 -2.221631 0.0 0.0 0.0 0.085
H 0.822636 0.155750 -2.072284 0.0 0.0 0.0 0.081
H 2.303588 2.148253 0.984923 0.0 0.0 -0.1 0.069
H 3.796953 1.665796 0.177346 -0.1 -0.1 0.0 0.073
H 2.312055 1.811606 -0.756551 -0.1 0.0 0.1 0.066
H -4.205416 1.214419 0.307819 0.2 -0.1 0.1 0.071
H -3.051592 1.318774 -1.024805 0.0 0.0 0.1 0.061
H -2.707381 2.145476 0.490337 0.0 -0.1 0.0 0.067
H -4.038760 -1.033320 1.429154 0.2 0.3 0.2 0.049
H -2.383612 -1.810647 1.619841 0.0 0.1 -0.1 0.033
```
Forces are in eV/Å.

Output
Calculated total energy ... -408.8559 Eh
LUMO level (spin up / spin down) ... 0.863 / 0.853 eV
Strongest force on any atom ... 1.52 eV/Å
Highest occupied orbital energy (spin up / spin down) ... -5.8 / -6.3 eV
Energy above the lowest of the compared OMol25 structures with the same formula, charge and spin ... 525.1 kJ/mol
Kohn-Sham gap (spin up / spin down) ... 0.2430 / 0.2642 Eh